Record 1
# C5H4

C5H4 as an isolated structure at a distorted geometry (the ωB97M-V functional and the def2-TZVPD basis, the OMol25 dataset).

The geometry in ORCA input format:
```
! wB97M-V def2-TZVPD RIJCOSX def2/J DEFGRID3
* xyz 0 3
C -0.0057 0.9643 -0.4258
C -0.8749 -0.1433 -0.5750
C 0.9816 0.1167 0.2644
C 0.1236 -0.9776 0.0872
C -0.3770 0.2595 0.9400
H 0.0694 2.0614 -0.6203
H -1.8316 -0.1477 -0.9301
H 1.9400 0.1503 0.6493
H -0.0255 -2.2835 0.6104
*
```

## Properties
- Highest occupied orbital energy (alpha / beta): -0.1155 / -0.3757 Ha

Calculated atomic charges, method Löwdin, unit e: number 1, C, carries -0.11; number 2, C, carries -0.17; number 3, C, carries -0.16; number 4, C, carries -0.20; number 5, C, carries 0.13; number 6, H, carries 0.15; number 7, H, carries 0.08; number 8, H, carries 0.11; number 9, H, carries 0.17

=====

Record 2
# C13H28NO10P

A 3-piece molecular cluster, C13H28NO10P overall at a distorted geometry (the ωB97M-V functional and the def2-TZVPD basis, the OMol25 dataset).

The geometry in ORCA input format:
```
! wB97M-V def2-TZVPD RIJCOSX def2/J DEFGRID3
* xyz 0 1
C -4.3029 1.6459 0.2544
O -3.5605 2.8504 0.2524
C -2.4960 2.9180 1.1739
C -1.3785 3.8073 0.6037
C -0.1252 3.0493 0.2007
O -0.1994 2.4886 -1.1273
C -1.0115 1.4408 -1.3088
O -1.8715 1.3945 -2.1207
O -0.7616 0.3595 -0.4949
P 0.7669 -0.2315 -0.3830
N 1.5172 -0.6242 -1.6760
H -5.1810 1.7254 0.9028
H -4.6379 1.4584 -0.7657
H -3.6926 0.7936 0.5663
H -2.8385 3.3071 2.1406
H -2.0942 1.9157 1.3736
H -1.7727 4.3922 -0.2264
H -1.0724 4.5039 1.3894
H 0.0915 2.2925 0.9575
H 0.7291 3.7240 0.1742
H 1.4889 0.6834 0.3989
H 0.5335 -1.3203 0.4684
H 1.0279 -0.4633 -2.5492
C 2.7926 -5.9402 -5.6013
C 1.6188 -5.5516 -6.4737
O 0.4325 -5.3142 -5.6991
C 0.3839 -4.1328 -5.0805
O 1.2186 -3.2674 -5.1360
O -0.7450 -4.0831 -4.3716
C -0.8972 -2.8973 -3.5859
H 2.5361 -6.7996 -4.9805
H 3.6493 -6.2016 -6.2228
H 3.0804 -5.1192 -4.9461
H 1.3520 -6.3666 -7.1441
H 1.8417 -4.6712 -7.0759
H -0.7784 -2.0067 -4.1996
H -0.1739 -2.8846 -2.7713
H -1.9049 -2.9283 -3.1813
C -0.0226 0.4066 6.6937
C 0.7697 -0.0176 5.4770
O 0.6915 0.9587 4.4216
C 1.4741 2.0270 4.5734
O 2.2471 2.2262 5.4726
O 1.2577 2.8441 3.5376
C 1.9981 4.0689 3.5836
H -1.0557 0.6227 6.4188
H -0.0188 -0.3909 7.4365
H 0.4046 1.3001 7.1469
H 0.3530 -0.9250 5.0440
H 1.8151 -0.2028 5.7215
H 3.0602 3.8749 3.7127
H 1.6354 4.6987 4.3942
H 1.8255 4.5613 2.6305
*
```

## Properties
- Structure (SMILES): COCCCOC(=O)O[PH2]=N.CCOC(=O)OC.CCOC(=O)OC
- Highest occupied orbital energy: -0.3407 Ha

Calculated atomic charges, method Löwdin, unit e: number 1, C, carries -0.10; number 2, O, carries -0.18; number 3, C, carries -0.22; number 4, C, carries -0.11; number 5, C, carries -0.17; number 6, O, carries 0.02; number 7, C, carries -0.63; number 8, O, carries 0.19; number 9, O, carries -0.19; number 10, P, carries 0.68; number 11, N, carries -0.24; number 12, H, carries 0.09; number 13, H, carries 0.09; number 14, H, carries 0.08; number 15, H, carries 0.12; number 16, H, carries 0.11; number 17, H, carries 0.13; number 18, H, carries 0.11; number 19, H, carries 0.09; number 20, H, carries 0.13; number 21, H, carries 0.01; number 22, H, carries 0.01; number 23, H, carries -0.02; number 24, C, carries -0.07; number 25, C, carries -0.21; number 26, O, carries 0.03; number 27, C, carries -0.61; number 28, O, carries 0.12; number 29, O, carries 0.00; number 30, C, carries -0.04; number 31, H, carries 0.08; number 32, H, carries 0.08; number 33, H, carries 0.08; number 34, H, carries 0.12; number 35, H, carries 0.12; number 36, H, carries 0.09; number 37, H, carries 0.08; number 38, H, carries 0.09; number 39, C, carries -0.06; number 40, C, carries -0.21; number 41, O, carries 0.03; number 42, C, carries -0.61; number 43, O, carries 0.13; number 44, O, carries -0.02; number 45, C, carries -0.03; number 46, H, carries 0.08; number 47, H, carries 0.08; number 48, H, carries 0.08; number 49, H, carries 0.12; number 50, H, carries 0.12; number 51, H, carries 0.10; number 52, H, carries 0.10; number 53, H, carries 0.09

=====

Record order is preserved below.
Energy relative to the best compared isomer or geometry (same formula, charge and spin): 5.837, 0.120 eV
Record order is preserved below.
M: 64.09, 389.34 g/mol